Entry 1:
Entry from the OMol25 dataset: C13H14ClNOsS as an isolated structure (ωB97M-V with the def2-TZVPD basis set).

Output
ΔE to the lowest compared entry with this formula, charge and spin = 0.2094 eV
M = 442.012 g mol⁻¹
Frontier orbital gap (alpha / beta) = 0.2980 / 0.2376 Ha
Calculated total energy = -1506.8775 Ha

The geometry in ORCA input format:
```
! wB97M-V def2-TZVPD RIJCOSX def2/J DEFGRID3
* xyz 2 5
Os -1.30 0.56 0.07
C 2.26 1.87 -1.44
C 1.47 1.67 -0.18
C 1.87 0.78 0.81
C 1.12 0.58 1.98
C -0.01 1.35 2.23
C -0.40 2.31 1.28
C 0.30 2.43 0.06
H 3.27 1.47 -1.33
H 2.33 2.93 -1.69
H 1.78 1.37 -2.28
H 2.79 0.23 0.68
H 1.45 -0.14 2.72
H -0.55 1.25 3.16
H -1.18 3.02 1.53
H 0.02 3.21 -0.64
S -2.80 -1.18 0.17
C -1.41 -2.20 -0.15
C -1.41 -3.57 -0.27
C -0.19 -4.19 -0.51
C 0.96 -3.42 -0.62
C 0.88 -2.05 -0.48
N -0.29 -1.45 -0.24
H -2.33 -4.13 -0.18
H -0.13 -5.27 -0.62
H 1.92 -3.88 -0.81
H 1.75 -1.42 -0.58
Cl -3.76 1.92 0.70
C -2.74 1.81 -0.75
H -2.37 2.79 -1.04
H -3.27 1.33 -1.56
*
```

***

Entry 2:
Entry from the OMol25 dataset: C80H185O41Ti as an isolated structure in a non-equilibrium geometry (ωB97M-V with the def2-TZVPD basis set).

Output
M = 1851.186 g mol⁻¹
Frontier orbital gap (alpha / beta) = 0.2426 / 0.2476 Ha
Calculated total energy = -7092.4132 Ha

The geometry in ORCA input format:
```
! wB97M-V def2-TZVPD RIJCOSX def2/J DEFGRID3
* xyz 0 4
Ti 0.63 -1.33 2.16
C 1.62 0.92 -0.12
C 2.33 -0.30 0.22
O -0.28 0.25 2.82
O 1.28 -1.25 0.40
H 0.66 1.15 0.37
H 1.42 1.10 -1.18
H 2.29 1.79 0.14
C 9.89 0.77 -3.18
O 8.96 -0.25 -3.18
C 9.20 -1.20 -2.17
C 8.14 -2.31 -2.35
O 6.88 -1.87 -2.09
C 6.68 -1.84 -0.63
C 6.02 -0.47 -0.35
O 6.03 -0.23 1.06
C 5.52 1.05 1.43
H 9.97 1.24 -2.18
H 9.57 1.44 -3.93
H 10.86 0.44 -3.54
H 9.17 -0.81 -1.15
H 10.22 -1.63 -2.29
H 8.39 -3.20 -1.79
H 8.25 -2.61 -3.44
H 7.63 -1.89 -0.04
H 6.11 -2.77 -0.30
H 4.98 -0.51 -0.74
H 6.67 0.25 -0.92
H 4.53 1.21 0.97
H 6.13 1.89 1.09
H 5.40 1.06 2.54
C 2.04 -5.13 -9.56
O 1.39 -5.21 -8.31
C 0.91 -3.98 -7.81
C 1.99 -3.02 -7.39
O 1.37 -1.95 -6.69
C 2.05 -0.73 -6.41
C 3.36 -0.91 -5.71
O 3.03 -1.23 -4.31
C 4.05 -0.87 -3.43
H 1.63 -4.28 -10.14
H 1.90 -6.06 -10.18
H 3.15 -4.98 -9.45
H 0.23 -4.17 -6.95
H 0.28 -3.53 -8.55
H 2.54 -2.68 -8.31
H 2.78 -3.55 -6.76
H 1.29 -0.20 -5.82
H 2.16 -0.19 -7.38
H 3.79 0.09 -5.67
H 4.00 -1.69 -6.16
H 4.28 0.20 -3.60
H 5.00 -1.43 -3.63
H 3.75 -1.15 -2.38
C -1.34 6.70 2.10
O -1.09 6.20 0.79
C -0.79 7.33 -0.06
C -0.55 6.86 -1.42
O -1.79 6.47 -1.97
C -1.63 5.83 -3.23
C -3.00 5.74 -3.80
O -3.28 6.96 -4.45
C -4.19 6.76 -5.53
H -2.22 7.36 2.06
H -0.45 7.21 2.50
H -1.60 5.95 2.84
H 0.02 7.81 0.50
H -1.62 7.99 -0.03
H 0.15 6.01 -1.44
H -0.13 7.67 -2.11
H -1.16 4.84 -3.20
H -1.01 6.39 -3.89
H -3.71 5.62 -2.97
H -3.13 4.93 -4.53
H -5.08 6.28 -5.10
H -3.74 6.07 -6.26
H -4.49 7.71 -5.91
C -5.99 3.02 -1.80
O -4.85 3.34 -2.65
C -3.65 2.71 -2.26
C -3.01 3.43 -1.11
O -3.37 2.75 0.10
C -3.11 3.62 1.23
C -3.52 2.90 2.50
O -4.93 2.76 2.49
C -5.30 2.42 3.79
H -5.90 3.57 -0.84
H -5.97 1.94 -1.67
H -6.88 3.20 -2.40
H -3.04 2.79 -3.21
H -3.78 1.65 -2.07
H -3.31 4.47 -1.05
H -1.91 3.44 -1.14
H -3.69 4.50 1.03
H -2.08 3.93 1.27
H -3.18 3.60 3.29
H -2.99 1.95 2.77
H -4.85 1.47 4.14
H -6.39 2.33 3.87
H -4.99 3.20 4.48
C -2.19 3.11 12.02
O -1.49 4.17 11.44
C -1.29 4.01 10.02
C -0.03 3.12 9.71
O 1.13 3.79 10.09
C 2.35 3.04 10.07
C 3.20 3.19 8.84
O 2.44 2.79 7.73
C 3.19 2.69 6.58
H -1.45 2.40 12.40
H -2.90 2.61 11.33
H -2.81 3.46 12.80
H -1.11 5.01 9.64
H -2.16 3.59 9.52
H -0.15 3.02 8.63
H -0.14 2.12 10.12
H 2.12 1.99 10.16
H 2.96 3.30 10.95
H 4.12 2.58 8.99
H 3.43 4.26 8.73
H 4.11 2.11 6.77
H 3.50 3.68 6.24
H 2.58 2.20 5.78
C -3.72 0.99 7.87
O -2.35 0.53 7.83
C -1.57 1.22 6.91
C -0.12 0.80 7.02
O 0.11 -0.52 6.55
C 1.40 -1.03 6.62
C 1.48 -2.03 5.56
O 1.76 -1.43 4.32
C 3.05 -0.74 4.15
H -4.21 0.89 6.88
H -3.81 2.02 8.29
H -4.32 0.35 8.48
H -1.56 2.29 7.03
H -1.87 1.03 5.87
H 0.15 0.79 8.07
H 0.53 1.54 6.50
H 1.62 -1.56 7.56
H 2.18 -0.26 6.50
H 0.50 -2.49 5.43
H 2.29 -2.75 5.81
H 3.79 -1.40 4.63
H 3.13 0.24 4.62
H 3.25 -0.74 3.03
C -1.75 6.56 5.84
O -1.35 5.25 5.58
C 0.05 5.08 5.71
C 0.50 3.96 4.79
O 0.56 4.39 3.43
C 0.97 3.39 2.56
C 2.23 2.68 3.05
O 3.27 3.60 3.28
C 3.65 4.27 2.10
H -2.78 6.68 5.59
H -1.11 7.27 5.28
H -1.55 6.87 6.88
H 0.26 4.74 6.73
H 0.54 6.01 5.50
H -0.18 3.11 4.91
H 1.44 3.54 5.17
H 1.17 3.85 1.59
H 0.14 2.71 2.42
H 2.41 1.88 2.31
H 1.97 2.13 3.96
H 4.57 4.77 2.25
H 2.87 4.94 1.78
H 3.75 3.55 1.32
C -2.85 -1.12 3.09
O -1.70 -1.92 2.95
C -1.94 -3.25 2.56
C -1.01 -4.13 3.32
O 0.26 -3.84 2.77
C 1.28 -4.80 2.93
C 2.29 -4.59 1.87
O 2.91 -3.39 2.11
C 4.00 -3.03 1.28
H -3.77 -1.63 3.42
H -3.11 -0.67 2.11
H -2.66 -0.33 3.79
H -1.80 -3.37 1.47
H -2.98 -3.56 2.76
H -1.20 -5.16 3.14
H -1.03 -3.94 4.42
H 0.79 -5.78 2.91
H 1.70 -4.63 3.95
H 1.85 -4.60 0.86
H 3.00 -5.45 1.91
H 4.42 -2.10 1.69
H 3.60 -2.77 0.28
H 4.69 -3.83 1.19
C 6.69 1.53 -4.58
O 5.39 2.08 -4.97
C 5.32 3.45 -4.78
C 3.98 4.04 -5.18
O 2.90 3.71 -4.39
C 2.47 2.38 -4.37
C 1.21 2.15 -3.56
O 0.07 2.82 -3.99
C -0.35 2.49 -5.29
H 6.60 0.48 -4.80
H 6.93 1.69 -3.53
H 7.46 1.97 -5.17
H 6.14 3.92 -5.39
H 5.48 3.63 -3.69
H 3.80 3.76 -6.20
H 4.08 5.11 -5.03
H 3.29 1.71 -4.12
H 2.19 2.10 -5.39
H 1.34 2.49 -2.54
H 1.07 1.06 -3.56
H -1.18 3.18 -5.47
H -0.67 1.44 -5.34
H 0.47 2.58 -6.02
C -4.89 -5.04 4.53
O -3.66 -5.65 4.13
C -3.88 -7.01 3.74
C -4.42 -7.19 2.35
O -3.35 -7.02 1.46
C -3.57 -7.14 0.11
C -2.38 -6.42 -0.64
O -2.56 -5.06 -0.37
C -1.61 -4.23 -1.01
H -5.61 -4.88 3.69
H -4.65 -4.02 4.88
H -5.35 -5.62 5.38
H -4.68 -7.51 4.36
H -2.94 -7.52 3.86
H -5.23 -6.48 2.16
H -4.91 -8.19 2.22
H -4.47 -6.60 -0.24
H -3.59 -8.19 -0.24
H -2.37 -6.60 -1.73
H -1.47 -6.85 -0.25
H -1.92 -3.22 -0.78
H -1.53 -4.45 -2.06
H -0.61 -4.43 -0.53
C -4.86 2.86 -6.24
O -3.54 2.61 -6.64
C -3.29 1.22 -7.10
C -3.40 0.28 -5.91
O -2.85 -0.96 -6.27
C -1.82 -1.47 -5.49
C -2.34 -2.22 -4.24
O -2.89 -1.36 -3.25
C -1.94 -0.74 -2.43
H -5.61 2.75 -7.01
H -4.89 3.89 -5.99
H -5.09 2.34 -5.36
H -2.28 1.17 -7.52
H -4.11 1.00 -7.80
H -4.46 0.26 -5.65
H -2.83 0.84 -5.17
H -1.11 -0.70 -5.20
H -1.30 -2.19 -6.17
H -1.65 -2.96 -3.83
H -3.18 -2.78 -4.69
H -2.49 -0.37 -1.60
H -1.33 0.03 -2.91
H -1.16 -1.45 -2.09
C 6.53 -2.64 -6.23
O 5.52 -3.55 -6.13
C 5.64 -4.35 -5.00
C 4.53 -5.38 -4.98
O 3.33 -4.86 -4.55
C 2.33 -5.72 -4.70
C 1.00 -5.04 -4.29
O 0.86 -4.94 -2.87
C 1.63 -3.86 -2.30
H 6.58 -2.00 -5.34
H 6.49 -2.01 -7.13
H 7.46 -3.16 -6.38
H 5.64 -3.76 -4.06
H 6.55 -4.94 -5.11
H 4.82 -6.24 -4.40
H 4.32 -5.72 -6.00
H 2.44 -6.63 -4.09
H 2.19 -6.04 -5.73
H 0.13 -5.63 -4.71
H 0.94 -4.03 -4.73
H 1.26 -2.93 -2.70
H 2.69 -4.03 -2.57
H 1.42 -3.98 -1.27
C -5.12 0.02 -0.04
O -5.52 -1.16 0.62
C -4.79 -2.24 0.14
C -5.22 -3.48 0.94
O -6.36 -4.13 0.32
C -7.62 -3.59 0.58
C -8.69 -4.37 -0.20
O -8.86 -3.81 -1.52
C -9.94 -4.41 -2.29
H -4.04 0.20 0.04
H -5.53 0.94 0.40
H -5.38 -0.07 -1.07
H -3.74 -2.08 0.35
H -4.98 -2.37 -0.91
H -5.47 -3.27 2.03
H -4.41 -4.24 0.86
H -7.74 -2.54 0.21
H -7.88 -3.55 1.64
H -9.66 -4.34 0.33
H -8.33 -5.40 -0.32
H -10.91 -4.12 -1.87
H -9.91 -5.50 -2.34
H -9.89 -4.05 -3.33
*
```

***

Entry 3:
Entry from the OMol25 dataset: one molecule with the formula C6H6 in a non-equilibrium geometry (ωB97M-V with the def2-TZVPD basis set).

Output
ΔE to the lowest compared entry with this formula, charge and spin = 6.2768 eV
M = 78.114 g mol⁻¹
Frontier orbital gap = 0.3488 Ha
Calculated total energy = -231.9957 Ha

The geometry in ORCA input format:
```
! wB97M-V def2-TZVPD RIJCOSX def2/J DEFGRID3
* xyz 0 1
C 0.81 0.53 -0.39
C 2.15 0.38 0.10
C -0.54 1.08 -0.04
C -1.08 -0.35 -0.04
C 1.39 -0.82 0.41
C 0.26 -0.77 -0.61
H -0.43 1.56 1.00
H -0.94 1.76 -0.80
H -1.26 -0.52 1.02
H -1.95 -0.54 -0.63
H 1.17 -1.05 1.55
H 0.41 -1.24 -1.56
*
```

***

Entry 4:
Entry from the OMol25 dataset: C43H43N6O3PS2V as an isolated structure in a non-equilibrium geometry (ωB97M-V with the def2-TZVPD basis set).

Output
ΔE to the lowest compared entry with this formula, charge and spin = 1.7141 eV
M = 837.908 g mol⁻¹
Frontier orbital gap (alpha / beta) = 0.2655 / 0.2173 Ha
Calculated total energy = -4300.3593 Ha

The geometry in ORCA input format:
```
! wB97M-V def2-TZVPD RIJCOSX def2/J DEFGRID3
* xyz 0 2
V 0.90 -1.15 0.47
C -6.86 0.31 -1.79
O -6.95 1.38 -0.86
C -6.49 1.17 0.39
C -6.05 -0.07 0.86
C -5.54 -0.18 2.15
C -5.51 0.93 2.98
C -6.05 2.14 2.54
C -6.51 2.27 1.25
N -5.08 0.90 4.34
N -4.05 0.33 4.71
C -3.08 -0.25 3.82
C -2.75 -1.59 4.14
C -1.75 -2.29 3.50
C -0.96 -1.61 2.56
O -0.02 -2.14 1.86
C -1.26 -0.23 2.28
N -0.46 0.28 1.37
C -0.78 1.55 0.75
C -1.93 2.28 1.37
C -2.60 1.81 2.42
C -2.35 0.46 2.89
H -7.22 0.70 -2.73
H -7.49 -0.53 -1.48
H -5.82 -0.03 -1.89
H -6.08 -0.94 0.23
H -5.19 -1.14 2.50
H -6.08 2.98 3.22
H -6.89 3.21 0.88
H -3.34 -2.07 4.91
H -1.54 -3.32 3.74
H 0.10 2.21 0.89
H -2.11 3.27 0.98
H -3.35 2.42 2.90
C 1.80 -4.19 -1.97
C 0.96 -3.87 -0.73
C -0.53 -3.83 -1.10
C 1.22 -4.85 0.41
N 1.27 -2.52 -0.29
H 1.49 -5.15 -2.38
H 2.85 -4.24 -1.71
H 1.66 -3.43 -2.74
H -0.83 -4.82 -1.47
H -0.72 -3.09 -1.88
H -1.13 -3.59 -0.23
H 2.23 -5.24 0.38
H 0.52 -5.69 0.33
H 1.07 -4.37 1.38
S 4.68 -3.30 0.78
P 4.43 -1.38 0.82
S 2.73 -0.59 1.75
C 4.47 -0.58 -0.82
C 4.55 0.81 -0.91
C 4.61 1.42 -2.15
C 4.58 0.65 -3.30
C 4.48 -0.73 -3.22
C 4.44 -1.35 -1.97
C 5.76 -0.53 1.71
C 7.01 -0.51 1.10
C 8.09 0.07 1.75
C 7.93 0.62 3.02
C 6.68 0.58 3.63
C 5.60 0.01 2.98
H 4.56 1.41 0.00
H 4.69 2.50 -2.21
H 4.62 1.13 -4.27
H 4.45 -1.33 -4.12
H 4.39 -2.42 -1.89
H 7.15 -0.94 0.12
H 9.06 0.09 1.28
H 8.77 1.07 3.53
H 6.55 1.00 4.62
H 4.63 -0.01 3.46
C -0.69 5.43 -1.88
N -0.35 4.06 -1.59
N -0.83 1.36 -0.69
C 0.51 1.25 -1.15
O 1.07 0.06 -0.90
C 1.20 2.24 -1.76
C 0.76 3.61 -2.02
C 1.75 4.46 -2.78
C -1.70 0.41 -1.28
C -1.46 0.05 -2.61
C -2.25 -0.90 -3.24
C -3.28 -1.53 -2.55
C -3.53 -1.17 -1.24
C -2.76 -0.19 -0.61
H -1.71 5.63 -1.54
H -0.63 5.67 -2.94
H -0.03 6.13 -1.35
H 2.21 1.98 -2.04
H 2.60 3.88 -3.12
H 2.11 5.28 -2.15
H 1.28 4.92 -3.66
H -0.65 0.52 -3.15
H -2.04 -1.16 -4.27
H -3.88 -2.29 -3.03
H -4.32 -1.65 -0.69
H -3.02 0.09 0.40
*
```